ORCA calculation (ωB97M-V/def2-TZVPD) on one molecule with the formula C6H11N.

As for the gap between HOMO and LUMO: 9.14 eV. The LUMO energy comes out at 1.1 eV. The HOMO energy comes out at -8.0 eV. Its structure (SMILES) is C[C@]12C[C@H]1CCN2. The calculation puts the relative energy (zero: lowest compared OMol25 entry of this formula, charge and spin) at 237.31 kJ/mol.

Last column: Löwdin charge in e.
Element x y z (Å)
1 N 0.0678 -1.2158 0.2475  -0.0179
2 C 1.6914 0.4487 -0.5307  -0.0991
3 C -0.6295 -0.0725 -0.0330  -0.6204
4 C 0.2204 1.0273 -0.4037  -0.2338
5 C -0.4005 1.1533 0.9161  -0.0335
6 C 1.5554 -0.8902 0.1590  -0.1674
7 C -2.0215 -0.4654 -0.4670  -0.0540
8 H 2.0106 -1.6996 -0.3879  0.0938
9 H -1.9787 -0.8039 -1.5593  0.0862
10 H -0.1798 1.5832 -1.2116  0.1285
11 H -1.2371 1.9620 0.8796  0.1330
12 H 0.1851 0.8508 1.7983  0.1110
13 H 1.9411 -0.9030 1.1987  0.1117
14 H 2.3213 1.1490 -0.1313  0.0702
15 H -2.5030 -1.3364 0.1585  0.0972
16 H -2.8050 0.4464 -0.3206  0.1111
17 H -0.3004 -1.5590 1.2408  0.1731
18 H 2.0621 0.3252 -1.5533  0.1104


ORCA calculation (ωB97M-V/def2-TZVPD) on C14H32ClO5P2Sr as an isolated structure.

As for the gap between HOMO and LUMO: 1.83 eV. The LUMO energy comes out at -6.7 eV. The HOMO energy comes out at -8.6 eV. As for the net charge: +1. The calculation puts the relative energy (zero: lowest compared OMol25 entry of this formula, charge and spin) at 0.00 kJ/mol.

Last column: Löwdin charge in e.
Element x y z (Å)
1 Sr -5.3108 0.9774 2.4001  1.8082
2 Cl 4.9211 -0.5707 -2.9594  0.5347
3 P 1.6201 -0.5601 0.2802  0.5374
4 P 0.7869 -2.9526 -1.7068  0.3895
5 O 2.1256 -3.5872 -2.3802  -0.1364
6 O 2.5327 0.3442 -2.6802  0.0557
7 O -0.2132 -4.0192 -1.6816  -0.3254
8 O -5.2070 1.0103 -0.1271  -0.3835
9 O 0.2035 -1.7728 -2.6511  -0.1565
10 C 2.1262 1.2747 0.5270  -0.3129
11 C 4.4415 3.7369 1.1138  -0.1138
12 C 3.2233 -0.8840 -0.7452  -0.3006
13 C -4.2234 -1.3294 0.0625  -0.1314
14 C 1.0763 -2.4306 -0.0049  -0.3465
15 C -3.5909 -0.9704 1.4200  -0.2689
16 C 3.3073 -0.2806 -2.1087  -0.8533
17 C -1.2357 -0.4013 0.5730  -0.2523
18 C 0.0437 -0.3976 1.4025  -0.3298
19 C -2.4700 0.1021 1.3574  -0.2353
20 C 3.2173 1.5102 1.6093  -0.2581
21 C -4.6838 -0.1553 -0.8356  -0.1716
22 C 4.4627 2.2047 0.9868  -0.2745
23 C -5.7096 1.9063 -1.1367  -0.0578
24 H -6.6233 1.5212 -1.5893  0.1065
25 H -1.4621 -1.4394 0.3183  0.0955
26 H 2.3543 -0.9950 1.4656  0.0276
27 H 5.4744 4.0854 1.0598  0.0645
28 H -3.5533 -1.9535 -0.5216  0.1397
29 H 0.5722 -1.7798 -3.5465  0.0792
30 H -1.1295 0.2007 -0.3251  0.1064
31 H 4.5921 1.9484 -0.0664  0.0917
32 H -5.5094 -0.5341 -1.4379  0.1331
33 H -4.3789 -0.7202 2.1864  -0.0441
34 H 1.8768 -3.0672 0.3760  0.0619
35 H 4.0555 -0.4650 -0.1721  0.0793
36 H 3.5892 0.5936 2.0698  0.0772
37 H 0.1788 -2.7192 0.5337  0.0301
38 H 2.5020 1.7198 -0.3949  0.0610
39 H 1.2697 1.9009 0.7999  0.0585
40 H 2.3091 -3.1978 -3.2490  0.0766
41 H -3.8911 0.1195 -1.5296  0.1424
42 H 3.9294 4.2280 0.2898  0.0654
43 H 0.8355 -0.1345 -0.8535  0.0099
44 H -5.9169 2.8886 -0.7192  0.0974
45 H 4.0420 4.0367 2.0815  0.0626
46 H 3.4755 -1.9401 -0.8521  0.0696
47 H 0.0169 0.5180 2.0093  0.0644
48 H 0.0318 -1.2072 2.1401  0.0755
49 H 5.3555 1.8350 1.4957  0.0972
50 H -4.9907 2.0231 -1.9430  0.1090
51 H 2.8627 2.2028 2.3713  0.0854
52 H -2.8409 1.0114 0.8483  0.0958
53 H -3.1444 -1.8849 1.8056  0.1401
54 H -5.1058 -1.9471 0.2465  0.1198
55 H -2.2204 0.3968 2.3875  0.1042


ORCA calculation (ωB97M-V/def2-TZVPD) on C47H34CaIN16P as an isolated structure.

As for the gap between HOMO and LUMO (spin up / spin down): 5.08 / 5.26 eV. The LUMO energy (spin up / spin down) comes out at -0.2 / -0.2 eV. The HOMO energy (spin up / spin down) comes out at -5.3 / -5.5 eV. The calculation puts the relative energy (zero: lowest compared OMol25 entry of this formula, charge and spin) at 12.51 kJ/mol.

Last column: Löwdin charge in e.
Element x y z (Å)
1 I 5.0715 2.7925 2.8613  0.8803
2 Ca -0.0364 -0.3301 -1.2003  1.3711
3 P 0.8972 0.2991 -4.9053  1.1632
4 N -1.0415 -2.5367 0.2251  0.1586
5 N 1.1912 -2.9938 0.0833  0.0172
6 N 0.1181 1.7431 -2.5985  -0.0138
7 N -2.0192 -0.4445 -0.0242  -0.0403
8 N 1.2795 2.3365 0.8258  0.0414
9 N -1.0710 -1.0098 -3.3877  -0.0155
10 N 1.1456 0.9700 0.4789  -0.0728
11 N -1.3322 -1.2755 -5.5551  -0.1294
12 N 1.9005 -1.1244 -2.6772  -0.0056
13 N -3.2925 1.4845 0.4147  0.1787
14 N -1.7648 0.7995 2.0790  0.1864
15 N 1.7140 -3.0921 3.2303  0.2148
16 N 0.0741 -1.4810 3.1158  0.1338
17 N 0.6023 3.0162 -4.3256  -0.1323
18 N 3.2870 -1.0477 -4.3883  -0.1356
19 N -0.6353 0.6679 4.1116  0.2059
20 C 3.8462 -0.7673 -5.7000  -0.0334
21 C -0.2642 -3.2306 7.3833  -0.0743
22 C -0.8208 -1.9722 7.6076  -0.0716
23 C 2.0718 -2.2328 2.0921  -0.3876
24 C 1.3258 -0.0022 1.5858  -0.1545
25 C 0.2468 -3.5789 6.1396  -0.0051
26 C 0.1599 -2.6390 5.1307  -0.0826
27 C 0.6878 -2.5830 3.7683  -0.2194
28 C -1.1105 -1.1982 -6.9893  -0.0299
29 C -0.5823 -0.7023 -4.5747  -0.4671
30 C -1.7489 3.0616 1.6479  -0.1414
31 C 3.6734 0.6281 1.1543  -0.3056
32 C -6.2806 -1.9836 0.7616  -0.0969
33 C -2.1474 -1.7188 0.2846  -0.3316
34 C -3.5368 -2.0504 0.4628  -0.1121
35 C 0.5355 1.7409 -3.8537  -0.4607
36 C 2.3750 2.7099 1.6064  -0.1909
37 C -4.2456 -0.8315 0.2921  -0.1086
38 C -0.8896 -1.0267 6.5928  -0.0037
39 C 2.3142 -3.0143 0.7627  -0.0499
40 C 3.4841 1.9900 1.7715  -0.6932
41 C 0.1415 -2.2988 0.6778  -0.3160
42 C 3.3910 -1.5647 2.4800  -0.0066
43 C -1.0217 1.3644 2.9861  -0.3078
44 C -0.3286 5.1074 2.8753  -0.0977
45 C 3.8656 -1.8412 -3.4367  -0.0386
46 C 0.2099 3.8472 -3.3132  -0.0419
47 C -1.1522 5.3695 1.7691  -0.0937
48 C 2.9969 -1.8878 -2.3833  -0.1124
49 C 2.0902 -0.6308 -3.8921  -0.4630
50 C 4.0716 -0.4691 2.1260  -0.0700
51 C -0.9139 2.7998 2.7637  -0.1534
52 C -2.1621 -1.7982 -3.5983  -0.0951
53 C -2.2921 1.7788 1.2483  -0.2929
54 C -4.2061 -3.2370 0.7683  -0.0289
55 C -1.8665 4.3593 1.1493  -0.0404
56 C -2.3354 -1.9742 -4.9422  -0.0429
57 C 0.7555 -1.3700 1.8335  -0.1647
58 C -0.3952 -1.3823 5.3525  -0.0875
59 C -3.2451 0.1833 0.0868  -0.3128
60 C -5.5770 -3.1956 0.9038  -0.0993
61 C 1.0326 3.4465 -5.6461  -0.0315
62 C -0.0871 3.0446 -2.2491  -0.1047
63 C -0.2062 3.8251 3.3844  -0.0461
64 C 2.3698 0.1682 0.5715  -0.1959
65 C -5.6315 -0.8023 0.4751  -0.0275
66 C -0.3664 -0.5801 4.1012  -0.1946
67 H -3.0695 -2.5221 -5.5062  0.1224
68 H 5.0575 -0.3521 2.5632  0.0817
69 H 2.0859 3.2195 -5.8022  0.0886
70 H -2.5085 4.5640 0.3010  0.1094
71 H -3.6530 -4.1587 0.9013  0.1099
72 H 2.4564 -0.5920 -0.1990  0.1079
73 H 0.6980 -4.5455 5.9617  0.1179
74 H -7.3561 -1.9832 0.8891  0.0950
75 H -1.2327 6.3855 1.4026  0.0954
76 H 3.7440 0.2885 -5.9392  0.0754
77 H 2.2569 3.6913 2.0473  0.0996
78 H 0.8903 4.5210 -5.7189  0.0918
79 H -0.2256 -3.9445 8.1958  0.1021
80 H 4.4390 0.7069 0.3744  0.1448
81 H 0.4429 2.9597 -6.4197  0.0806
82 H -1.2051 -1.7319 8.5905  0.1021
83 H -0.1986 -1.7233 -7.2692  0.0896
84 H 4.8255 -2.3022 -3.5917  0.1236
85 H -2.7496 -2.1819 -2.7795  0.1134
86 H 3.9193 -2.2274 3.1582  0.1129
87 H -1.0398 -0.1607 -7.3090  0.0815
88 H 3.0774 -2.4366 -1.4519  0.0622
89 H -1.9530 -1.6640 -7.4928  0.0919
90 H 0.2103 5.9239 3.3391  0.0979
91 H -6.1783 0.1279 0.3876  0.1098
92 H 0.3949 2.6792 1.1907  0.0805
93 H -0.4313 3.3222 -1.2664  0.0937
94 H -1.3142 -0.0445 6.7496  0.1155
95 H 0.1801 4.9155 -3.4366  0.1229
96 H 1.5679 0.4897 2.5225  0.1657
97 H 4.9026 -1.0209 -5.6846  0.0925
98 H 3.3504 -1.3577 -6.4696  0.0905
99 H 0.4210 3.6202 4.2435  0.1170
100 H -6.1240 -4.1003 1.1365  0.0941